Below is a molecular structure, C27H33AlClN4O6S2, with properties calculated with ωB97M-V with the def2-TZVPD basis set.

Values from the calculation:
LUMO, eV: -2.15
Charge: +1
HOMO-LUMO gap, eV: 8.5
E, eV: -87573.151

Geometry as XYZ:
```
74
Properties=species:S:1:pos:R:3:forces:R:3:mulliken_charge:R:1
Al -0.167170 -0.355242 1.235574 -0.06 -0.04 0.00 0.636
O 3.217317 2.806563 3.639996 -0.02 -0.03 0.02 -0.683
C 3.898062 2.271348 2.610738 0.03 -0.01 0.02 0.746
C 5.102969 2.880954 2.257415 0.01 -0.02 -0.01 -0.663
C 5.856741 2.384762 1.213511 0.01 0.01 0.01 -0.419
C 5.428916 1.271100 0.491385 -0.01 -0.01 0.00 -0.900
C 4.232716 0.672389 0.828026 0.00 -0.01 -0.01 -0.497
C 3.447446 1.158893 1.878667 0.00 -0.02 0.03 0.448
C 2.131405 0.543879 2.116426 -0.02 0.01 -0.09 0.078
O 1.691725 -0.339729 1.276215 0.00 0.03 0.01 -0.404
N 1.396376 0.976613 3.109864 0.03 0.01 0.08 -0.773
N 0.133380 0.370492 3.078750 0.05 0.01 -0.03 0.769
C -0.474760 0.372582 4.209518 -0.01 -0.06 0.02 0.033
S -2.062858 -0.327625 4.416996 0.01 0.00 0.00 0.012
C -1.931738 -0.408010 6.223349 0.00 0.00 0.00 -0.747
C -1.198487 0.834342 6.683509 -0.01 0.00 0.00 -0.567
S 0.270390 1.034558 5.639267 0.01 -0.01 -0.02 -0.039
H 2.411984 2.263260 3.790340 -0.01 0.04 -0.03 0.494
H 5.429279 3.736862 2.832621 0.00 0.00 0.00 0.483
H 6.794089 2.863796 0.961710 0.00 0.00 0.00 0.406
H 6.029789 0.877736 -0.316725 0.00 -0.01 0.00 0.427
H 3.874708 -0.192564 0.285683 0.00 0.00 0.00 0.514
H -1.394194 -1.314068 6.499075 0.00 0.00 0.00 0.338
H -2.944089 -0.454183 6.622229 0.00 0.00 0.00 0.449
H -0.855269 0.735636 7.712328 0.00 0.00 0.00 0.418
H -1.824105 1.721765 6.598646 0.00 0.00 0.00 0.312
C 0.818008 3.682502 1.257545 0.00 -0.03 0.02 -0.844
N 1.324468 2.984006 0.076140 -0.02 -0.02 -0.06 0.326
C 2.460307 3.621871 -0.597604 -0.01 0.00 -0.01 -1.202
C 0.828349 1.824972 -0.301924 0.05 0.08 0.04 0.407
C 1.357199 1.109730 -1.502723 -0.02 -0.01 0.00 -1.260
O -0.138420 1.307665 0.346351 -0.04 -0.07 0.01 -0.254
H 1.659859 3.930388 1.903063 -0.03 0.00 0.01 0.419
H 0.127767 3.042999 1.793708 -0.02 0.02 0.00 0.046
H 0.311607 4.597910 0.949804 0.02 0.00 -0.01 0.437
H 2.566920 4.623129 -0.190573 0.00 0.00 0.00 0.376
H 2.286826 3.706958 -1.667358 0.00 0.00 0.00 0.457
H 3.378985 3.065086 -0.404823 -0.01 0.02 -0.01 0.326
H 2.246616 1.556682 -1.930321 0.01 -0.01 0.00 0.591
H 0.563227 1.081147 -2.251235 0.01 0.02 0.00 0.333
H 1.565036 0.081529 -1.212925 0.00 -0.01 0.01 0.208
O -2.056350 -0.044886 1.370161 0.02 0.07 -0.03 -0.711
C -3.020687 0.044592 0.588002 -0.01 -0.03 0.00 -0.011
C -3.490886 -1.084691 -0.272255 0.05 0.00 -0.01 -0.075
C -4.821482 -1.541328 0.401086 -0.01 -0.02 0.01 -0.895
C -4.953323 -1.244696 1.916036 -0.01 0.00 0.00 -0.175
C -5.427102 0.172934 2.306718 0.00 0.00 0.01 -0.869
C -4.424972 1.300241 2.036818 0.01 0.00 0.00 -0.232
N -3.873386 1.084759 0.684298 0.00 -0.01 0.01 -0.072
H -2.750759 -1.877436 -0.283143 0.01 0.01 -0.01 -0.330
H -3.656656 -0.762108 -1.301061 -0.03 0.00 0.00 0.508
H -4.909374 -2.616352 0.248317 0.00 0.00 0.00 0.520
H -5.669944 -1.089407 -0.118613 0.00 0.01 0.00 0.325
H -4.015592 -1.486522 2.425590 0.00 0.00 0.01 -0.013
H -5.692108 -1.942235 2.311936 0.00 0.00 0.00 0.510
H -5.684189 0.183219 3.368521 0.00 0.00 0.00 0.428
H -6.355949 0.385132 1.766900 0.00 0.00 0.00 0.336
H -3.594810 1.282735 2.737832 -0.01 0.01 -0.01 -0.013
H -4.891580 2.281801 2.083041 -0.01 0.00 0.00 0.441
H -4.612747 1.029313 -0.005087 0.00 0.01 0.00 0.444
Cl -0.806602 -8.105417 -1.479351 0.00 0.01 0.00 -0.186
C -0.671744 -6.481315 -0.905841 -0.01 -0.01 -0.01 0.436
C -0.597889 -5.442454 -1.824176 0.00 0.01 0.01 -0.896
C -0.490105 -4.143945 -1.360963 0.00 -0.02 -0.01 -0.116
C -0.460332 -3.893723 0.008217 0.00 0.00 0.01 0.118
C -0.533407 -4.945260 0.917996 0.00 -0.01 -0.01 -0.294
C -0.638645 -6.246171 0.462398 0.00 0.01 0.00 -0.815
C -0.356567 -2.514121 0.498571 0.00 0.03 -0.02 0.418
O -0.369811 -2.226715 1.733039 0.01 0.02 0.03 -0.578
O -0.277123 -1.517811 -0.301957 0.02 0.04 0.03 -0.423
H -0.621035 -5.657817 -2.882817 0.00 0.00 0.00 0.428
H -0.423839 -3.317686 -2.055483 0.00 0.01 0.00 0.565
H -0.502750 -4.733019 1.977854 0.00 0.01 0.00 0.553
H -0.692331 -7.076291 1.152081 0.00 0.00 0.00 0.435
```
Positions in Å, forces in eV/Å.


Below is a molecular structure, C27H33BCrN8O2S3, with properties calculated with ωB97M-V with the def2-TZVPD basis set.

Values from the calculation:
LUMO (alpha / beta), eV: 0.19 / 0.10
<S²>: 6.022
Multiplicity: 5
HOMO-LUMO gap (alpha / beta), eV: 7.1 / 7.1
E, eV: -106158.275

Geometry as XYZ:
```
75
Properties=species:S:1:pos:R:3:forces:R:3:mulliken_charge:R:1
Cr 0.033363 -0.489415 0.325715 -0.13 0.02 0.21 0.710
C -1.072169 -3.456576 1.352425 -0.03 -0.02 -0.02 -1.755
C -0.725831 -2.252441 2.188904 -0.08 -0.04 0.08 1.539
C -1.701735 -1.655160 2.987391 0.05 0.08 -0.10 -0.587
C -1.393621 -0.614322 3.850402 0.03 -0.01 0.00 1.135
C -2.468315 0.082443 4.629260 -0.01 -0.01 0.01 -1.732
C -0.072056 -0.176360 3.937185 0.01 -0.05 0.01 -0.624
C 0.924443 -0.728943 3.150432 -0.06 0.06 -0.02 0.821
C 2.339437 -0.232225 3.235301 0.01 0.00 0.00 -2.070
C 0.587922 -1.760707 2.257703 0.05 -0.19 0.22 -1.655
H -1.678062 -4.145577 1.942507 -0.01 -0.01 -0.01 0.618
H -0.175656 -3.966493 1.011262 0.00 -0.01 0.01 0.337
H -1.655360 -3.173949 0.472453 0.03 0.01 0.03 -0.005
H -2.721449 -2.017889 2.932429 -0.03 -0.02 0.01 0.489
H -2.163662 0.253598 5.661648 0.01 0.01 0.01 0.462
H -3.395178 -0.489299 4.629769 -0.01 -0.01 0.01 0.379
H -2.670413 1.054612 4.173704 -0.01 0.02 -0.02 0.251
H 0.170664 0.640806 4.606979 0.00 0.01 0.01 0.319
H 2.787034 -0.505206 4.191909 0.01 0.00 0.02 0.406
H 2.365700 0.855226 3.153243 0.00 0.01 0.00 0.334
H 2.955864 -0.655061 2.442713 0.01 -0.01 -0.01 0.341
H 1.377339 -2.306446 1.749418 -0.03 0.05 -0.06 1.195
C -3.078882 -1.480304 -2.991895 0.06 0.00 -0.01 -0.937
N -3.228849 -0.742879 -1.757101 -0.13 0.04 -0.01 0.383
C -3.510946 -1.286648 -0.518630 0.09 -0.04 0.16 -0.519
C -3.627639 -0.248221 0.339230 0.19 -0.20 0.03 -0.792
N -3.427036 0.919417 -0.356422 -0.11 -0.02 0.04 0.491
B -3.547888 2.326763 0.289120 -0.09 0.00 0.00 -0.150
N -2.229303 3.123142 -0.009955 -0.02 0.03 -0.09 0.430
C -2.154159 4.272650 -0.749143 0.15 0.07 -0.10 -0.447
C -0.855586 4.656285 -0.810816 -0.10 0.01 -0.03 -0.503
N -0.135073 3.713814 -0.105233 -0.18 0.02 0.04 0.437
C 1.290782 3.733624 0.139664 0.09 -0.05 0.02 -0.808
C -1.000064 2.793230 0.377878 0.17 -0.11 0.10 -1.032
S -0.561646 1.536433 1.480934 0.12 0.02 0.15 -0.254
C -3.217950 0.617160 -1.657147 -0.05 0.13 -0.29 -0.318
S -3.047909 1.674331 -2.966498 0.07 0.05 0.03 -0.408
H -3.563554 -2.448605 -2.882252 0.01 -0.01 0.00 0.365
H -2.024319 -1.630144 -3.237144 -0.02 0.01 0.01 0.215
H -3.545077 -0.916516 -3.797815 0.01 -0.01 0.02 0.384
H -3.613256 -2.346282 -0.370897 -0.02 -0.02 0.00 0.658
H -3.820564 -0.232550 1.395151 -0.02 -0.01 0.05 0.495
H -4.463443 2.947211 -0.185554 0.04 0.05 -0.03 -0.133
H -3.640657 2.176297 1.482572 -0.04 -0.04 0.02 -0.175
H -3.032581 4.698992 -1.194190 -0.03 0.01 -0.03 0.483
H -0.381188 5.490096 -1.293702 0.02 0.03 -0.02 0.439
H 1.716418 4.579165 -0.395070 0.01 -0.01 0.00 0.303
H 1.751063 2.809046 -0.211560 -0.03 0.04 0.00 0.239
H 1.489144 3.833089 1.205775 0.01 0.00 -0.01 0.320
N 1.349449 -6.784294 -5.482535 0.02 -0.10 -0.04 -0.549
C 1.481228 -5.850099 -4.472979 -0.01 0.06 0.03 1.112
C 2.578206 -4.985997 -4.442320 -0.02 0.03 0.04 -0.805
C 2.725153 -4.076587 -3.411559 -0.04 0.01 -0.04 -0.342
C 1.783171 -4.026390 -2.397614 0.08 -0.02 0.05 -0.295
C 0.693808 -4.885189 -2.408976 -0.03 0.03 0.00 -0.445
C 0.538403 -5.786772 -3.441116 0.00 0.00 0.00 -0.823
S 1.980597 -2.898353 -1.066094 -0.15 -0.08 0.01 1.355
O 3.160946 -2.110355 -1.307466 0.03 -0.02 -0.04 -0.820
O 1.901578 -3.647433 0.163054 0.04 -0.08 -0.01 -0.832
N 0.653598 -1.938631 -1.079855 0.30 0.21 -0.02 0.250
C 0.640992 -0.984552 -2.077649 -0.06 -0.20 -0.11 0.226
N 0.207457 0.196695 -1.591280 -0.23 0.23 -0.26 0.734
C 0.085566 1.226752 -2.428125 0.06 -0.10 -0.08 0.049
C 0.459790 1.092301 -3.753249 -0.02 -0.05 0.09 -1.004
C 0.900384 -0.158271 -4.151487 0.02 0.10 -0.01 -0.610
N 0.982658 -1.206554 -3.335533 0.04 0.00 -0.04 -0.381
H 1.854987 -6.608314 -6.333512 -0.01 0.01 -0.01 0.219
H 0.433986 -7.174999 -5.623704 -0.01 0.02 -0.02 0.215
H 3.313933 -5.028645 -5.235706 0.02 0.00 -0.01 0.290
H 3.559439 -3.390348 -3.391478 0.03 0.01 0.01 0.506
H -0.037936 -4.837186 -1.612824 -0.01 -0.01 0.03 0.344
H -0.314157 -6.454600 -3.455006 -0.01 -0.02 0.01 0.301
H -0.301750 2.148395 -2.025846 -0.03 0.07 -0.01 0.318
H 0.367373 1.913514 -4.445493 -0.02 0.01 -0.01 0.457
H 1.192645 -0.338298 -5.180201 0.00 0.00 -0.01 0.452
```
Positions in Å, forces in eV/Å.


Below is a molecular structure, C27H33BiN7S4 in a non-equilibrium geometry, with properties calculated with ωB97M-V with the def2-TZVPD basis set.

Values from the calculation:
LUMO, eV: -8.86
Charge: +3
HOMO-LUMO gap, eV: 7.0
E, eV: -88123.225

Geometry as XYZ:
```
72
Properties=species:S:1:pos:R:3:forces:R:3:mulliken_charge:R:1
Bi 0.244300 0.193142 0.168937 -0.19 0.12 0.47 1.265
C -0.399292 3.284428 -2.258539 0.38 -0.58 -0.71 -0.665
C -1.302271 2.235389 -2.946825 0.55 -0.25 0.99 -0.960
S -0.615768 0.532058 -2.928493 -0.13 0.06 -0.06 0.346
C 0.837411 0.534198 -4.057336 -0.41 0.03 -0.51 -1.002
C 2.141942 0.178460 -3.367548 0.80 1.25 -0.28 -0.855
S 2.390199 1.404307 -2.014403 0.29 -0.97 -0.57 0.023
C 3.912103 0.828592 -1.202609 0.17 1.07 -0.11 -0.825
C 4.080527 1.779777 -0.014425 0.51 0.08 0.62 -1.145
S 2.635091 1.863729 1.169710 0.77 -0.06 -0.39 0.278
C 2.089650 3.591817 1.039997 -0.44 -0.52 -0.32 -0.883
C 1.367499 3.981603 -0.240646 0.59 -0.73 -0.73 -0.779
S -0.224340 3.099308 -0.462328 0.03 0.12 0.06 0.235
H -0.751200 4.284846 -2.485763 -0.27 0.17 0.16 0.592
H 0.607897 3.212833 -2.732489 -0.60 0.03 0.48 0.323
H -1.350670 2.551359 -3.970055 -0.45 0.01 -0.62 0.595
H -2.317062 2.087509 -2.518208 0.61 0.41 -0.27 0.351
H 0.912464 1.498233 -4.586299 -0.02 -0.13 0.47 0.425
H 0.579429 -0.169119 -4.861893 0.23 -0.04 0.38 0.510
H 2.986669 0.180518 -4.082104 -0.42 0.41 0.23 0.512
H 2.207811 -0.774243 -2.908694 -0.52 -1.16 0.38 0.340
H 4.764700 0.930731 -1.910105 -0.48 -0.13 0.61 0.511
H 3.833674 -0.182767 -0.843275 -0.09 -0.58 -0.12 0.320
H 4.305851 2.777562 -0.351591 -0.45 0.60 -0.32 0.571
H 4.982689 1.593686 0.588249 -0.44 -0.60 -0.09 0.555
H 2.968520 4.198157 1.185283 0.25 0.35 0.04 0.609
H 1.428375 3.736986 1.889819 0.02 0.07 0.24 0.339
H 1.956650 3.692103 -1.154565 -0.39 0.72 0.98 0.390
H 1.195488 5.053344 -0.185694 -0.18 0.08 -0.31 0.573
N -1.201075 -3.877187 -1.826424 0.58 -0.27 0.49 0.056
C -0.571498 -3.038806 -1.008745 -0.54 -0.28 -0.56 -0.576
N -1.054010 -1.911404 -0.586478 -0.73 1.18 0.11 -0.083
C -2.317952 -1.504878 -1.021724 0.06 0.73 0.15 -0.123
N -2.888998 -0.380887 -0.616535 0.56 -0.74 -0.13 -1.322
N -2.141148 0.246735 0.327636 -0.02 0.18 -0.04 0.855
C -2.690104 1.123897 1.081044 -0.98 0.03 -0.23 -0.767
C -1.890128 1.610501 2.192873 -0.61 1.69 0.81 0.999
C -2.447754 2.507584 3.137062 0.25 -0.94 -1.14 -1.002
C -1.641610 2.928412 4.192499 -0.34 -0.02 -0.24 -0.552
C -0.332106 2.474362 4.276793 -0.40 0.47 0.28 -1.013
C 0.101025 1.646349 3.284796 1.88 -0.40 -0.31 -0.537
N -0.611079 1.240301 2.255655 -0.65 -0.34 -0.77 0.702
C -3.023682 -2.316090 -1.953097 -0.05 -2.15 -1.30 0.838
C -4.262763 -1.965678 -2.513326 0.02 0.14 0.43 -0.364
C -4.972442 -2.856207 -3.273843 0.99 -1.46 -0.64 -0.925
C -4.409009 -4.136861 -3.579540 -0.13 0.03 0.08 -0.293
C -3.126435 -4.517364 -3.145358 -1.35 1.16 0.16 -1.116
C -2.473274 -3.596026 -2.328295 -0.12 1.01 0.39 0.373
H -0.751739 -4.774913 -2.015226 -0.30 0.36 -0.08 0.325
H 0.410758 -3.280814 -0.682969 0.70 -0.55 0.15 0.564
H -3.763466 1.456196 0.952452 1.25 -0.62 0.14 0.331
H -3.474730 2.824415 2.905368 0.51 0.05 0.72 0.482
H -2.019160 3.613835 4.919690 -0.23 0.35 0.33 0.491
H 0.381605 2.803065 5.028651 -0.38 -0.09 0.03 0.502
H 1.137955 1.334716 3.239011 0.03 -0.10 0.33 0.777
H -4.647720 -0.989240 -2.281747 -0.22 0.17 0.03 0.511
H -5.925285 -2.631623 -3.723904 -0.14 0.23 0.18 0.460
H -5.033341 -4.834773 -4.167345 0.61 0.43 0.33 0.402
H -2.689065 -5.477125 -3.376156 -0.02 -0.04 -0.09 0.445
N 2.489868 -3.617746 5.089569 1.60 0.38 -0.59 -0.424
C 2.019082 -2.915401 4.043912 0.78 0.27 0.13 0.962
C 2.877349 -2.280998 3.072908 -1.35 0.59 0.43 -0.951
C 2.284800 -1.467039 2.121806 -0.42 -0.94 1.22 -0.021
N 0.928717 -1.246642 2.012178 1.59 -0.35 -0.13 0.181
C 0.146113 -1.883165 2.921970 0.88 0.11 -0.31 -0.695
C 0.625743 -2.699203 3.909213 0.64 0.09 -0.61 -0.977
H 3.492137 -3.676540 5.319661 -0.86 0.11 -0.56 0.229
H 1.915093 -4.062489 5.764059 -0.77 -0.19 0.33 0.202
H 3.957580 -2.222813 3.153743 -0.12 -0.51 0.06 0.407
H 3.022278 -0.980124 1.509182 -0.41 0.52 -0.72 0.108
H -0.886637 -1.660537 2.822813 -0.88 -0.05 0.08 0.574
H -0.012231 -3.186344 4.608056 -0.64 -0.09 0.33 0.419
```
Positions in Å, forces in eV/Å.